[1]
# C8H9N2O

A cluster of 2 separate species, C8H9N2O in total at a distorted geometry (ωB97M-V/def2-TZVPD, OMol25).

Calculated values
- charge = +1
- multiplicity = 1

Structure (XYZ):
```
20
Properties=species:S:1:pos:R:3:forces:R:3
C 1.93020 1.48264 -1.26453 0.245 0.096 -0.351
C 0.72049 2.19451 -1.31190 0.754 2.898 -0.664
C 1.85785 0.08882 -1.19671 -0.285 -0.442 0.753
C -0.52466 1.59619 -1.28746 2.163 0.405 0.624
C 0.63307 -0.49896 -1.09140 -1.231 -1.584 -0.545
C -0.53709 0.22872 -1.15576 -1.001 1.403 -0.115
C -0.86396 -2.42039 -1.00354 -2.437 2.524 -0.129
C 0.35514 -1.98219 -1.02836 -1.158 1.346 0.272
N -1.67969 -0.50933 -1.10255 -2.240 -3.618 0.069
N -0.92648 -0.46724 4.53295 -0.612 1.021 -0.102
O -2.85892 -0.23173 -1.14051 3.198 0.106 0.068
H 2.93173 1.96328 -1.31684 -1.045 -0.199 0.099
H 0.70126 3.36061 -1.43019 0.398 -2.447 0.393
H 2.63956 -0.63183 -1.08162 1.082 0.385 -0.254
H -1.30107 2.28063 -1.19034 -1.900 0.408 -0.238
H -1.78893 -3.04814 -0.96017 1.539 0.410 -0.030
H 1.16146 -2.60242 -0.89998 1.905 -1.699 0.072
H 0.02281 -0.58087 4.09197 -1.401 -0.183 1.858
H -1.22259 -0.72045 5.53441 1.657 0.461 -2.330
H -1.25017 0.49816 4.30255 0.367 -1.291 0.552
```
Positions in Å, forces in eV/Å.

Atom charges from the natural (NBO) analysis, given in e for atoms 1 to 8: -0.09 -0.20 -0.18 -0.13 0.01 0.04 0.11 -0.26



[2]
# C17H24N6O3

The molecule C17H24N6O3 at a distorted geometry (ωB97M-V/def2-TZVPD, OMol25).

Calculated values
- SMILES = [H]/N=C(\N)NCCC[C@H](NC(=O)[C@@H](N)Cc1c[nH]c2ccccc12)C(=O)O
- charge = 0
- multiplicity = 1

Structure (XYZ):
```
50
Properties=species:S:1:pos:R:3:forces:R:3
C -1.27828 -0.33394 -1.44980 0.059 -0.511 2.286
C -0.52712 0.04362 -2.66337 1.810 -0.400 -2.671
C -1.09921 -1.89831 -1.25131 -1.072 0.327 -0.081
C 0.12894 -2.23732 -0.48460 0.096 0.023 0.725
C 1.09415 -3.05586 -0.93634 1.660 -0.779 1.534
C 0.50226 -1.94536 0.89583 -0.809 0.629 1.054
C 1.64156 -2.68800 1.20911 0.379 0.246 0.681
C -0.02602 -1.12289 1.93373 0.023 -0.265 0.218
C 2.22339 -2.67312 2.48571 1.001 0.020 0.447
C 0.57908 -1.08975 3.19627 0.307 -0.237 0.408
C 1.72550 -1.87810 3.50335 -0.616 0.137 -1.031
C 1.63918 1.16062 -1.67120 -1.637 -0.600 -1.213
C 2.61406 0.05841 -1.42144 0.169 -0.332 1.273
C 1.00886 1.63773 -0.36952 -0.545 -0.198 0.781
C -0.05338 2.73447 -0.64424 -0.804 -1.615 0.538
C -0.60314 3.38931 0.63774 0.036 1.266 -0.418
C -2.38607 1.96058 1.71441 0.614 0.596 0.558
H -2.79107 -0.05261 -2.72545 0.175 0.268 0.415
H -3.30825 -0.48070 -1.28226 -0.171 -0.236 0.560
H -0.89023 0.13469 -0.50043 -0.559 -0.346 -1.097
H -1.07918 -2.38310 -2.23759 0.113 0.214 0.180
H -2.02625 -2.34536 -0.76586 0.989 0.827 -0.207
H 1.23116 -3.50489 -1.87720 -0.041 -0.413 -1.004
H 2.84144 -3.97625 0.00181 -0.686 0.521 0.043
H -0.92737 -0.54168 1.73406 0.224 0.005 0.240
H 3.15724 -3.20077 2.68173 -0.239 -0.176 -0.235
H 0.23635 -0.49604 4.05303 -0.417 0.044 -0.815
H 2.21146 -1.83825 4.49926 -0.452 -0.044 -0.862
H 1.14310 0.33349 -3.66342 -0.260 0.682 0.955
H 2.02918 2.06649 -2.11012 0.865 -0.020 -0.307
H 0.65228 0.74948 0.25507 0.418 1.514 -0.764
H 1.81410 2.11682 0.21335 -0.081 -0.410 -0.171
H -0.84240 2.26925 -1.28738 0.204 0.592 0.696
H 0.35700 3.51282 -1.22145 0.781 0.956 -1.005
H -1.48540 4.07353 0.38454 1.232 -0.688 0.206
H 0.22202 4.04213 1.11829 -1.290 -1.051 -0.740
H -0.67434 2.45287 2.54956 -0.192 0.110 -1.142
H -3.70843 1.35875 3.08683 1.224 0.496 -0.688
H -2.77192 1.62137 -0.30020 -0.129 -0.056 0.038
H -4.03576 1.32224 0.79751 0.530 0.499 -0.351
H 3.43000 -1.36293 -2.23806 0.681 -0.813 0.376
N -2.62645 0.11149 -1.72232 -0.693 -0.056 -0.807
N 2.03909 -3.34980 0.08556 -0.481 -0.218 -1.421
N 0.72452 0.60913 -2.75888 -0.653 0.408 1.269
N -1.01429 2.38739 1.57271 -1.711 -1.129 1.676
N -2.74688 1.74759 2.92876 -0.797 -0.528 0.157
N -3.19930 1.87691 0.58652 0.265 -0.234 0.710
O -1.01461 -0.33117 -3.73647 -0.001 0.269 0.390
O 3.18781 -0.17778 -0.39810 0.579 0.745 0.834
O 2.68165 -0.80719 -2.40774 -0.098 -0.036 -2.223
```
Positions in Å, forces in eV/Å.

Atom charges from the natural (NBO) analysis, given in e for atoms 1 to 8: -0.16 0.67 -0.41 -0.14 0.00 -0.04 0.12 -0.22



Calculated E (eV), listed in the same order as above: -13457.0232 -33102.0160
Calculated relative energy (zero: lowest compared OMol25 entry of this formula, charge and spin) (kJ/mol), listed in the same order as above: 559.36 152.32
Calculated HOMO level (eV), listed in the same order as above: -11.8342 -8.0415